63
Properties=species:S:1:pos:R:3:forces:R:3 method="wB97M-V/def2-TZVPD" charge=+3 homo_ev="-16.96 / -16.96" orbital_gap_ev="5.8 / 5.8" multiplicity=1
C 3.41504 -1.35537 -4.14689 0.028 0.006 0.104
H 1.00409 2.46713 0.69331 -0.040 0.000 -0.187
C -2.82489 -3.61931 -3.00578 0.066 -0.005 -0.006
H -1.11787 1.28061 -5.43317 0.047 0.036 0.012
C -1.20136 -1.62989 1.82425 0.001 -0.031 -0.045
C -0.80485 -2.43191 -4.53325 0.051 -0.011 0.039
H 2.40442 0.84040 0.70985 0.128 0.003 -0.107
H -2.84664 3.02677 -5.70941 0.046 0.043 0.017
N 0.05967 2.09911 0.60818 -0.267 -0.901 -1.128
C 1.72266 0.84309 -4.47687 -0.057 0.013 -0.045
H -0.62678 -2.52074 -0.97993 0.049 -0.186 -0.021
H -2.12973 -1.41282 1.29306 -0.021 0.026 0.058
C 1.35491 -0.21758 -3.65551 0.137 0.014 0.188
N -0.39276 -0.39290 1.83908 0.084 0.622 -0.009
C -3.41388 3.04518 -3.64300 -0.006 -0.083 -0.389
H -1.08024 -3.58727 0.98998 0.061 -0.024 -0.233
C 0.87648 -0.49599 2.60970 -0.044 -0.248 -0.018
H 2.77715 -0.48028 -0.15900 0.079 0.040 0.027
C 2.21202 -1.30449 -3.46326 0.014 0.035 -0.101
H 0.77432 -1.22018 3.42165 -0.079 0.044 0.054
H -0.42800 2.74416 -0.00999 -0.100 -0.012 0.012
H -1.46938 -1.94419 2.83715 0.080 -0.012 0.016
H 4.71569 -0.34521 -5.52137 -0.041 -0.040 -0.056
C -2.17424 -2.49094 -2.52847 0.026 -0.159 -0.133
H 0.92948 -2.57545 -0.46194 -0.023 0.025 -0.144
H 2.97954 -0.76186 2.33306 0.071 0.021 -0.071
H -2.98281 -5.02590 -4.61653 0.009 0.005 0.000
Pt 0.02987 -0.01831 -0.33686 -1.186 -0.268 2.220
H 3.20803 1.58194 -5.83236 0.012 0.011 0.027
C 2.92645 0.77661 -5.16736 0.019 0.044 0.049
H 1.08688 1.71226 -4.58797 -0.021 -0.026 -0.043
C -0.57882 2.07593 1.97655 -0.050 -0.067 0.024
As -0.31931 -0.26708 -2.75352 0.921 0.210 -1.058
H -1.52706 0.68012 3.30801 0.138 -0.008 0.043
C -3.27813 2.45445 -2.39586 0.332 -0.436 0.401
C -1.47668 -3.55283 -5.00386 0.003 0.039 -0.040
C -2.32417 1.44521 -2.23842 -0.064 0.715 -1.054
C -2.47168 -4.14879 -4.24224 -0.057 0.004 -0.002
C -1.16177 -1.90272 -3.29579 0.000 -0.289 0.581
H 0.42474 -3.01984 1.67498 0.012 -0.084 -0.088
H 1.92825 -2.12199 -2.80702 -0.017 -0.096 -0.095
H -1.21883 -3.95825 -5.97324 0.009 -0.010 0.015
H -3.91778 2.73782 -1.56930 -0.003 0.054 -0.035
C -1.24451 0.75033 2.25318 0.039 -0.064 0.327
C -0.44530 -2.70880 1.10417 -0.090 -0.118 0.136
H 0.18534 2.31131 2.71413 0.072 0.041 -0.065
H -3.60835 -4.08222 -2.42019 -0.005 0.018 -0.016
C 3.76760 -0.31417 -5.00090 0.031 0.024 0.026
N 2.09795 -0.10476 0.49993 -0.277 -0.194 -0.477
H -0.02334 -1.97941 -5.12953 0.008 -0.025 -0.022
H 4.07808 -2.20081 -4.01966 0.000 0.006 -0.002
N 0.00918 -2.19951 -0.24357 -0.373 1.107 -0.355
C -1.69275 1.61470 -4.57943 -0.041 0.362 -0.069
C -2.66672 2.60374 -4.73030 -0.054 -0.016 0.016
C 2.07045 -0.90368 1.74800 -0.034 0.102 0.183
H -4.14136 3.83330 -3.78252 -0.015 -0.006 0.007
H -1.34036 2.84957 2.05798 0.091 0.126 -0.140
H -2.16028 0.68668 1.67750 -0.097 -0.027 0.022
S -2.32158 0.43587 -0.81715 0.849 -0.493 0.849
H 2.03919 -1.95134 1.46631 0.061 -0.014 0.033
H -2.47908 -2.05634 -1.58365 -0.108 -0.011 -0.088
C -1.49816 1.09308 -3.31986 -0.443 0.165 0.872
H 1.07217 0.46717 3.07691 0.041 0.001 -0.016

13
Properties=species:S:1:pos:R:3:forces:R:3 method="wB97M-V/def2-TZVPD" charge=0 homo_ev=-9.15 orbital_gap_ev=10.1 multiplicity=1
H -0.42927 -2.99201 1.43142 -0.032 0.224 -0.407
O 1.43132 1.99183 -0.09873 0.192 -0.456 -0.265
H 1.16366 2.89241 -0.21842 0.130 0.813 -0.048
S -0.68154 -2.75971 0.11821 0.034 -0.365 0.592
H -1.45233 -0.79728 -0.78774 0.070 0.040 -0.101
H 0.70602 0.18874 1.18123 -0.445 -0.374 0.366
C 0.36704 1.21129 -0.60285 -0.990 -1.064 0.855
H -1.55191 -0.58913 0.92825 -0.405 -0.647 0.092
H 1.14412 -0.75307 -0.21328 0.145 0.336 0.100
H 0.44116 0.97465 -1.66217 0.176 0.281 -0.261
C -0.91024 -0.98393 0.14118 -0.071 1.681 0.206
C 0.35267 -0.10843 0.19534 1.298 -0.547 -0.929
H -0.58072 1.72465 -0.41245 -0.101 0.077 -0.198

51
Properties=species:S:1:pos:R:3:forces:R:3 method="wB97M-V/def2-TZVPD" charge=+1 homo_ev=-13.70 orbital_gap_ev=11.0 multiplicity=1
H 1.85332 -3.18882 1.64121 -0.273 0.043 -0.115
H 4.84380 -0.85182 1.12194 0.335 0.710 -0.507
H 2.30679 2.96244 -0.76382 -0.138 -0.314 -0.118
H 2.46325 -2.73020 0.36203 -0.031 -0.509 0.020
O 1.78349 2.17638 -0.54586 -0.331 0.228 1.016
O -0.28648 0.18519 -3.90374 -0.020 0.055 0.298
H 1.47595 1.82445 -1.38718 0.534 0.248 -0.964
H 1.90106 -0.57744 2.97934 0.084 0.193 0.547
O 2.47428 -1.12444 2.41806 1.285 -0.725 0.086
O 1.95051 1.48441 -3.20456 -0.163 -1.249 0.635
O -1.11921 3.67774 -1.52831 0.254 -1.566 -0.654
H -5.05381 -0.77693 -0.95614 0.836 0.251 -0.230
H 2.16612 0.57205 -2.92729 0.827 0.545 -0.054
H -2.00502 0.28625 2.31378 -1.777 1.499 -0.054
H 0.63280 -0.12753 1.28366 0.062 -0.946 -0.400
H 1.75333 0.69053 4.56843 0.388 0.971 0.384
H 1.26006 2.65469 1.43222 0.115 0.637 -0.969
H 1.02606 3.89583 2.45901 -0.005 -0.086 -0.696
O 1.15799 2.95327 2.32800 -0.168 -0.647 1.552
O 1.68916 -3.22461 0.68661 0.453 0.467 -0.182
H 0.60373 0.32059 -0.24304 0.567 0.333 -0.483
O -1.35684 -0.21776 2.74402 2.290 -1.894 -0.441
C -1.14684 -1.80125 -1.27240 0.335 1.114 1.471
H 1.32351 -1.14529 0.08218 0.188 -0.165 0.527
C -1.92555 -3.02729 -0.84528 2.614 -0.729 0.299
H -2.91353 -1.24496 -1.94689 0.811 0.671 -0.111
O 4.61011 -0.88924 0.18881 -0.727 -0.712 -0.513
O -1.98263 -0.96677 -2.08465 0.040 -0.521 0.194
H -1.57459 3.25182 -2.28753 0.142 0.677 0.537
H -1.72569 1.78150 0.27720 -0.230 0.536 -0.189
O 1.03809 0.60074 3.95344 -1.039 -1.183 -0.592
H -2.74183 -2.61482 -0.31881 -1.293 -0.151 0.766
H -1.53221 -0.26194 0.28587 1.169 -1.161 -0.522
H -0.53293 0.39716 -4.80161 -0.256 -0.067 -0.373
H 4.96280 -0.18368 -0.36682 0.282 -0.015 0.847
H 0.76001 1.40844 3.49217 0.748 0.446 0.428
H -1.09534 -0.05658 -3.41444 0.054 -0.148 -0.086
H -0.22326 -1.94380 -1.80318 0.313 -0.579 -0.589
H -2.17475 -3.64438 -1.66246 -0.807 -0.443 -1.138
C -0.76826 -1.09403 0.10289 -3.493 -0.453 0.812
H -1.24783 -0.15944 3.68520 -0.473 0.624 0.444
N 0.56081 -0.51495 0.31787 -0.465 0.938 0.168
H -0.34560 3.07897 -1.44635 -0.331 0.817 0.128
O -4.32439 -0.12032 -1.05569 -1.585 -0.890 0.331
H 3.30597 -1.33330 2.91006 -1.296 0.445 -0.405
H -3.25020 1.76026 0.08642 -0.262 0.275 -0.534
H -1.02405 -1.81874 0.92433 0.938 0.813 -0.754
O -2.55745 1.54112 0.69422 0.616 -0.362 0.950
H -4.81551 0.64706 -0.75130 0.125 0.476 -0.075
H -1.30002 -3.70811 -0.20392 -0.648 0.906 -0.285
H 1.12082 1.19757 -3.61772 -0.596 0.599 -0.407

145
Properties=species:S:1:pos:R:3:forces:R:3 method="wB97M-V/def2-TZVPD" charge=0 homo_ev=-8.94 orbital_gap_ev=8.4 multiplicity=1
Br -10.18252 -1.16045 6.07028 0.466 0.006 -0.206
C 10.03297 7.12599 1.69780 -0.023 0.051 -0.042
Br 4.29813 3.06544 8.13062 0.044 0.206 -0.058
C -5.12715 -0.39351 -4.52796 0.147 0.136 -0.349
H 2.80068 -1.24583 -6.70610 -0.028 0.088 0.027
Br 0.28854 4.07029 4.78537 -0.122 -0.058 0.075
Br -13.79712 1.44424 0.62380 0.250 0.007 -0.035
Br -14.23338 -1.35366 3.50881 -0.124 0.066 0.010
Br -12.95465 -0.22295 9.78229 0.055 0.111 -0.154
C -4.41807 -2.22312 -6.21563 -0.437 1.523 -0.574
H -9.52727 4.30983 0.25454 -0.015 0.068 0.051
Br 7.19774 -0.50486 3.82125 -0.084 0.163 -0.044
H -4.93087 -2.74038 -7.05086 0.331 -0.216 0.693
Br 0.63369 -0.11321 -6.32347 0.096 -0.049 0.099
Br 10.29053 2.85812 -1.99315 -0.001 -0.086 -0.161
C 6.07053 4.61504 -6.42136 -0.080 0.041 0.061
H -4.95299 -1.26274 -3.85899 -0.238 0.371 -0.474
Br 11.99884 1.90763 -4.52362 -0.180 -0.010 0.104
Br -10.94319 1.92988 8.53906 -0.183 -0.113 -0.006
C 1.45827 -2.05996 -2.47371 0.553 -1.866 -0.056
Br -11.71301 1.72178 3.03082 -0.099 0.060 -0.146
Br -17.07106 -1.20126 2.03913 0.153 0.081 0.131
S 3.73512 -3.65790 -0.60144 0.453 -0.279 -0.657
Br 7.21536 2.57296 4.69232 0.002 -0.127 -0.078
N -1.55121 -3.18016 -1.74104 0.201 0.190 -0.439
C -5.15656 -0.83006 -6.04123 0.806 -0.637 0.943
H 1.14632 -6.45705 -3.10648 -0.326 0.558 -0.145
Br -8.85031 5.01675 2.52761 -0.108 0.029 -0.202
H -3.66919 3.13551 -2.17300 -0.026 -0.320 -0.370
H -2.49623 2.29761 -3.25935 -0.478 0.112 0.164
H -4.53781 -2.74135 -5.24888 0.193 -0.165 -0.698
Br 6.25533 5.56165 8.55189 -0.153 -0.075 -0.090
Br 10.12694 -4.34558 5.47783 -0.201 0.086 0.096
Br 5.11656 1.53203 2.50499 0.247 -0.139 0.101
C -2.51098 -4.41125 -5.73126 0.597 -0.026 -0.294
C 1.76726 -3.46825 -3.03295 -0.994 1.325 0.733
H -2.62127 -0.98063 -6.18492 -0.169 -0.570 -0.156
Br 9.66794 6.52499 -0.10080 0.094 0.022 0.183
H -1.18950 -2.68640 -5.41588 -0.537 -0.115 -0.191
N 1.18509 -1.03197 -2.03523 -0.135 -0.517 -0.378
H -3.39580 -4.69696 -6.33783 0.377 0.421 0.432
H -3.68835 1.22680 -5.11779 -0.187 -0.370 0.276
Br 2.18468 6.25387 0.30081 -0.087 -0.099 -0.161
H -7.77301 -0.97456 5.51220 -0.051 0.057 -0.042
Br 11.78867 -3.70730 2.06336 0.190 -0.111 0.039
H 5.39039 4.17068 -5.70523 0.048 0.011 -0.056
C 2.53215 -0.37165 -6.12576 0.281 0.045 -0.083
H -2.90213 -1.80135 -7.71936 0.013 -0.197 0.617
H -2.51766 -7.01676 -4.80136 0.574 0.148 -0.291
Br -2.37846 4.98954 -0.35148 -0.117 0.050 0.181
Br 7.80696 3.82243 -6.11937 -0.131 0.093 -0.116
H -13.41695 1.91610 8.62244 0.052 -0.066 -0.008
Br -8.34325 1.43063 5.66264 -0.068 -0.170 -0.105
C 5.96148 5.73510 2.81256 0.023 -0.081 -0.041
Br -1.14942 1.39634 5.78335 0.014 0.215 -0.014
H 1.02812 5.68829 -1.81259 0.076 -0.043 0.010
Br 3.22740 6.03712 7.63126 0.168 -0.146 -0.006
O -4.45458 1.51010 -3.19600 0.861 0.309 -0.494
Br -15.97641 1.32234 3.67178 -0.028 -0.206 0.053
Br 11.81248 7.85796 1.86102 -0.187 -0.120 -0.014
C -1.43339 -5.52451 -5.97718 -0.994 -0.159 -0.096
C 10.26148 1.91736 -3.67935 0.036 -0.016 0.038
C -8.63777 -0.41609 5.17774 -0.025 -0.074 0.032
H -0.91859 -7.24537 -2.95258 -0.191 0.662 -0.108
H 9.33662 7.92702 1.91453 0.021 -0.083 -0.004
C -3.55341 2.61557 -3.13603 -0.306 0.313 -0.072
Br 8.66723 -6.20251 9.16305 0.216 -0.123 0.078
H -3.55769 3.15046 0.81011 0.009 0.077 0.000
H 9.59219 2.45945 -4.33446 0.028 -0.044 0.076
C -1.90659 -3.05393 -6.17834 -0.161 -0.148 -1.110
H -6.10750 0.02525 -4.22478 0.641 0.079 -0.189
C -0.96831 -6.27981 -3.50246 -0.209 -0.961 -0.442
Br 0.87108 -0.33071 0.77475 -0.094 -0.003 0.731
H -4.55000 -0.07765 -6.58071 -0.755 -0.267 -0.161
Br 3.52985 1.11727 -6.84998 -0.084 -0.100 0.046
C -1.47104 -6.67045 -4.94411 0.517 0.360 0.477
C -11.99403 1.10678 1.22366 -0.070 0.014 0.173
C 8.57502 -3.41277 6.14730 0.025 -0.026 0.044
H 4.36333 -3.10400 -3.24884 -0.462 -0.699 -0.341
C -3.70319 4.22363 0.82556 -0.031 -0.142 -0.031
H 7.59122 1.53461 2.47334 -0.029 -0.017 0.077
Br 8.86294 -2.72059 7.92708 -0.019 0.035 -0.235
Br -1.29711 -2.05989 2.37075 0.114 0.019 -0.105
Br -10.68011 1.84039 0.01235 -0.078 -0.214 0.013
H -0.31842 -2.39602 0.11939 0.008 0.083 0.158
C -16.01498 -0.60364 3.54207 -0.013 0.070 -0.023
H 0.83179 -5.34997 -4.42742 -0.518 0.019 0.510
H -3.81183 3.33211 -3.94960 0.300 -0.297 0.391
Br 9.71415 5.73243 2.99800 0.079 0.037 -0.131
Br -8.90221 6.65911 -0.22341 -0.070 -0.152 0.142
H 1.70741 -3.36649 -4.13175 -0.181 -0.253 0.423
Br 1.48923 -3.37288 1.50078 -0.684 0.176 0.473
Br 1.18357 3.43206 -0.80100 0.127 0.102 -0.083
C 13.39214 -4.64128 2.60030 -0.013 0.017 -0.013
H -3.12308 0.09049 -3.79039 -0.134 0.299 -0.688
Br 6.98325 -4.50902 6.05293 0.173 0.126 0.014
H -2.11753 3.55332 5.04869 0.072 -0.032 0.030
Br 10.64368 -6.04941 11.67204 -0.023 -0.022 -0.192
Br 6.28016 7.54843 3.39508 -0.073 -0.127 -0.064
H -6.18898 -0.87742 -6.42776 0.501 0.127 0.163
Br 13.18457 -6.55679 2.46128 -0.011 0.204 0.051
P 3.49467 -3.95326 -2.50160 0.366 0.745 1.328
H -1.78386 -5.70317 -3.03291 0.693 0.146 -0.045
H 14.17358 -4.35470 1.90842 -0.054 -0.025 0.059
C 6.87977 1.31584 3.25964 -0.097 0.031 -0.108
Br 5.39133 4.19956 -8.18128 0.101 0.029 0.185
C -1.25819 3.32117 5.66515 0.022 -0.041 0.007
Br -3.44929 4.79885 2.65199 -0.051 0.037 -0.155
Br 3.02060 -0.72789 -4.28786 0.494 0.735 -1.151
H -0.44940 -5.03715 -6.10992 -0.242 -0.461 0.360
H 5.05728 4.79065 6.52506 -0.037 0.013 0.070
H 10.56590 -7.66236 9.79434 -0.002 0.084 0.009
Br 4.38862 4.98031 3.63940 0.012 0.256 -0.008
H -1.67619 -5.97749 -6.96518 0.305 0.322 0.487
C -0.56709 -3.62509 -2.13813 0.511 -1.861 0.615
C -3.99184 0.62945 -4.23324 -0.796 -0.503 1.007
Br 6.08290 6.51627 -6.08785 0.023 -0.229 -0.051
H 3.71588 -5.31146 -2.85007 -0.259 0.451 -0.595
Br 11.81056 -5.82115 8.70333 -0.150 -0.053 0.146
C 0.65771 -4.46367 -2.41474 0.923 0.849 -1.437
Br 13.97511 -4.11085 4.36520 -0.111 -0.075 -0.171
H -11.85647 0.03232 1.22721 0.004 0.078 -0.014
Br -8.75484 -0.63846 3.26426 0.091 -0.023 0.112
Br -5.49914 4.56050 0.20461 0.207 0.058 0.079
C 10.43990 -6.58795 9.82744 -0.029 -0.001 -0.011
H -0.88661 -7.53055 -5.32316 -0.217 0.344 0.190
C 0.45405 -5.64668 -3.42618 -0.073 -0.381 0.029
C 4.75296 4.85449 7.56320 -0.029 -0.021 -0.026
Br 5.88726 5.59720 0.89054 0.051 0.001 0.201
Br -11.60827 5.43616 0.97033 0.195 0.023 0.001
Br 9.54785 0.13225 -3.49034 0.084 0.182 -0.007
C -9.69754 5.22605 0.80360 -0.012 0.070 0.079
C 0.12247 -2.08430 1.05949 -0.010 0.119 -0.011
H -1.27699 -3.27324 -7.07251 -0.276 0.159 0.525
H 8.41425 -2.56018 5.49848 0.016 -0.086 0.090
Br -1.56155 4.13210 7.39246 0.062 -0.089 -0.167
C 1.82245 5.19248 -1.26914 -0.065 -0.038 0.120
H 1.14113 -4.87364 -1.50538 -0.940 0.561 0.071
H -16.49788 -0.97278 4.43772 0.056 0.010 -0.066
C -12.69771 1.13105 8.42797 -0.007 0.016 -0.013
Br 3.35054 5.10965 -2.45076 -0.073 0.019 0.119
H -2.83280 -4.32594 -4.67626 0.181 -0.276 -0.405
C -2.93562 -1.95698 -6.61966 0.124 0.017 0.635
Br -13.06688 0.44782 6.65828 -0.335 0.234 0.224
H 6.80840 5.14433 3.14168 -0.064 0.043 -0.006

14
Properties=species:S:1:pos:R:3:forces:R:3 method="wB97M-V/def2-TZVPD" charge=0 homo_ev=-8.12 orbital_gap_ev=8.3 multiplicity=1
H -2.10543 0.78012 -0.69344 0.030 0.032 0.007
H 1.94878 -1.26134 0.39147 -0.175 0.077 -0.035
C -1.07139 1.00841 -0.36797 0.138 -0.006 -0.074
H -1.54006 0.72903 1.81788 0.164 -0.001 -0.116
H -0.38737 -1.55175 -0.73053 0.076 0.096 -0.050
H -1.03803 2.10642 -0.43339 -0.053 -0.170 -0.033
H 0.95740 -1.30272 -1.87090 -0.076 0.147 0.092
C 1.24667 -0.45792 0.14942 0.007 0.061 0.071
H 0.57348 -0.46991 2.30162 -0.030 0.101 -0.137
C 0.32491 -0.13114 1.29806 -0.191 0.065 -0.038
C 0.37741 -0.83021 -1.07193 0.042 0.070 -0.176
H 1.85918 0.42151 -0.10768 -0.007 -0.157 0.082
C -0.80709 0.52159 1.03911 0.182 -0.123 0.021
C -0.31880 0.41272 -1.51232 -0.109 -0.192 0.387